Record 1
A molecular structure, C24H26FeGeN5S3Se. Source: the Open Molecules 2025 dataset; level of theory: ωB97M-V/def2-TZVPD.

Properties
- LUMO level (spin up / spin down) (eV) = -0.51 / -2.09
- relative energy (zero: lowest compared OMol25 entry of this formula, charge and spin) (kcal per mole) = 2.1
- energy (Ha) = -8140.5879
- largest force on an atom (eV Å⁻¹) = 0.77
- HOMO (spin up / spin down) (eV) = -7.8 / -7.7
- expectation value of S² = 1.07

```
! RIJCOSX wB97M-V def2-TZVPD def2/J DEFGRID3
* xyz 0 2
C -0.664 6.490 -1.643
N -0.234 3.527 1.607
C -2.141 -0.646 -0.854
H -1.690 -6.588 0.843
C 0.052 4.622 -3.017
N 0.402 1.341 2.422
Se -1.346 -0.722 0.913
H -0.731 4.075 3.970
H 1.514 -3.574 0.928
H -2.296 -4.115 -1.659
H 0.877 -4.716 2.108
H 1.694 -3.420 -2.462
C 1.229 -1.653 -1.372
C 1.565 -2.347 -2.507
S 4.388 -0.459 -0.622
C -0.256 4.390 -0.638
H -0.952 7.531 -1.576
H 1.086 -2.163 -0.431
C -0.082 3.298 0.354
Fe 1.010 0.581 0.550
C -0.390 3.053 3.890
N 0.271 2.149 -0.308
H -0.878 6.110 0.482
H -0.553 2.577 5.966
H -3.221 -0.741 -0.776
S 2.462 -1.037 1.500
H 1.284 -5.271 0.484
Ge -0.986 -4.160 0.506
H -1.731 -1.423 -1.494
C -0.629 5.709 -0.491
C -0.328 5.955 -2.886
H -0.829 -5.081 -1.845
N 1.064 -0.318 -1.321
H 0.233 0.211 5.587
H -1.928 -5.670 2.333
C 0.440 2.440 -1.634
H -3.093 -5.526 1.008
H 1.613 0.341 -4.551
H -1.561 -2.644 2.427
C 3.377 0.076 0.593
C -1.231 -4.157 -1.428
H -2.859 -2.632 1.257
C -0.292 2.223 4.977
S 3.129 1.729 0.775
C -0.051 2.591 2.609
C 0.865 -4.440 1.053
C -1.773 -2.572 1.357
N 0.857 1.708 -2.606
H 0.325 4.192 -3.971
C 1.749 -1.627 -3.685
H 2.038 -2.125 -4.601
H -0.361 6.591 -3.762
C -2.034 -5.635 1.248
C 0.474 0.537 3.497
H -0.732 -3.321 -1.916
C 0.075 3.861 -1.867
C 0.143 0.917 4.774
H 0.825 -0.466 3.308
C 1.161 0.368 -2.474
C 1.529 -0.273 -3.667
H -1.881 0.330 -1.261
*
```

---

Record 2
A molecular structure, C24H26N2O4SW in a non-equilibrium geometry. Source: the Open Molecules 2025 dataset; level of theory: ωB97M-V/def2-TZVPD.

Properties
- LUMO level (spin up / spin down) (eV) = -7.40 / -7.40
- relative energy (zero: lowest compared OMol25 entry of this formula, charge and spin) (kcal per mole) = 6.1
- energy (Ha) = -1805.4828
- largest force on an atom (eV Å⁻¹) = 1.97
- HOMO (spin up / spin down) (eV) = -13.9 / -13.9

```
! RIJCOSX wB97M-V def2-TZVPD def2/J DEFGRID3
* xyz 2 1
H 0.071 2.266 -3.704
H -1.595 -5.344 -1.593
O 0.934 0.221 4.422
C 0.036 -2.421 -1.987
H -2.127 -4.280 0.598
N -0.287 -1.848 -0.807
C 2.981 -1.399 3.193
C 1.958 -0.759 2.528
H 1.374 3.996 -1.402
C -2.542 1.793 1.928
O 1.643 -0.196 -1.184
H -2.058 -0.909 -2.717
H -0.043 4.506 1.006
H 0.381 0.537 -3.541
C 1.546 3.089 -0.816
S -1.188 -1.503 1.527
H 2.294 2.496 -1.334
O 0.266 0.826 2.364
C -0.255 1.543 -1.738
C -1.224 -4.354 -1.363
W 0.120 0.014 0.123
H -3.653 -0.157 0.796
C -0.538 2.510 0.500
C -0.117 3.540 1.509
C -1.489 0.871 -1.611
C 3.943 -2.063 2.428
C -1.040 -2.499 0.099
H -2.228 2.579 2.602
H 4.609 -2.448 0.402
H 3.032 -1.351 4.271
C 0.485 1.498 -3.046
C -0.431 -3.676 -2.294
H -4.273 0.727 -0.600
H 0.275 0.869 4.726
C 2.639 -1.063 -0.997
O 3.324 -1.530 -1.856
C 3.865 -2.003 1.049
C 0.260 2.329 -0.648
H -3.579 1.986 1.652
C -1.700 1.709 0.686
C -2.164 0.879 -0.373
H 4.758 -2.585 2.909
H 0.671 -1.850 -2.648
C -2.128 0.178 -2.785
H -2.529 0.849 2.475
C -3.446 0.111 -0.234
H -0.812 3.647 2.332
C 2.800 -1.330 0.467
H 0.866 3.317 1.922
H -3.188 0.427 -2.818
H 1.967 3.386 0.139
C -1.530 -3.774 -0.147
H -1.685 0.488 -3.725
C 0.971 0.153 3.122
H 1.543 1.687 -2.929
H -0.171 -4.124 -3.241
N 1.839 -0.757 1.188
H -3.431 -0.803 -0.823
*
```

---

Record 3
A single C24H26N2O6S molecule in a non-equilibrium geometry. Source: the Open Molecules 2025 dataset; level of theory: ωB97M-V/def2-TZVPD.

Properties
- LUMO level (eV) = -0.28
- relative energy (zero: lowest compared OMol25 entry of this formula, charge and spin) (kcal per mole) = 0.0
- SMILES = CCOc1ccc(/C=C2/C(=O)N(c3ccc(OC)cc3)C(=S)N2CC(=O)OC)cc1OCC
- energy (Ha) = -1889.2887
- largest force on an atom (eV Å⁻¹) = 1.32
- HOMO (eV) = -7.9

```
! RIJCOSX wB97M-V def2-TZVPD def2/J DEFGRID3
* xyz 0 1
H -1.278 -4.809 1.002
H -6.201 0.391 -1.932
H -6.219 -1.018 2.312
C 4.836 0.039 -1.150
H 6.458 1.666 1.948
O -0.217 -2.521 1.215
H -8.494 -0.204 1.700
H -5.930 1.738 -3.044
O -0.642 -3.713 -0.639
C -8.055 -1.046 1.172
H -1.016 -5.694 -0.537
C -2.462 0.022 0.949
C 4.050 0.498 -0.098
S 2.521 -2.196 -0.925
C -2.078 1.198 0.305
H -2.821 2.955 -0.684
H -0.490 2.655 0.409
C -6.566 2.341 -1.074
C -4.802 0.518 0.553
H -6.091 -1.832 0.726
C -0.640 -4.915 0.122
O 2.086 2.564 0.448
H -1.352 -0.929 -0.935
H 8.563 2.436 1.222
H -1.722 -0.615 1.407
C -0.380 -2.596 0.027
C -6.568 1.365 -2.245
O -5.258 2.655 -0.628
C 1.771 1.444 0.127
C -3.800 -0.299 1.068
C 6.816 0.738 0.034
H 4.375 -0.409 -2.016
C -6.538 -0.983 1.261
H -8.412 -1.970 1.617
O -6.132 0.235 0.669
H 4.032 1.446 1.818
H -7.579 1.252 -2.624
C 1.931 -0.724 -0.510
C -0.690 1.608 0.218
N 0.601 -0.428 -0.459
C -3.079 2.030 -0.192
N 2.639 0.398 -0.155
H -6.964 3.309 -1.393
H 6.833 -0.202 -1.880
C 6.206 0.153 -1.078
H -0.095 -1.741 -1.916
H -7.180 1.957 -0.255
C -4.428 1.712 -0.105
C 6.021 1.206 1.076
C 4.645 1.081 1.009
H 9.907 1.334 0.837
H 0.376 -5.146 0.446
C 0.414 0.878 -0.037
C 8.849 1.389 1.086
H -8.370 -1.006 0.132
O 8.172 0.806 -0.002
C -0.363 -1.390 -0.915
H 8.667 0.837 2.014
H -4.064 -1.201 1.596
*
```